1:
This record from the Open Molecules 2025 dataset describes an isolated molecule of C4H4N2O. The level of theory is ωB97M-V/def2-TZVPD.

Geometry (Å):
C 2.14 -0.10 0.01
C 0.10 1.50 0.09
C 1.10 0.68 0.03
C -0.74 -1.19 0.25
N 3.10 -0.77 0.09
N -1.53 -0.27 -0.22
O -1.24 1.11 0.09
H -0.03 2.53 -0.01
H -0.56 -1.97 -0.41
H -0.62 -1.04 1.26
H -1.72 -0.48 -1.17

* LUMO (spin up / spin down): 0.26 / -1.92 eV
* total charge: 0
* multiplicity: 3
* HOMO level (spin up / spin down): -6.8 / -9.7 eV

Mulliken atomic charge list, values in e, 8 entries:
1 C 0.5488
2 C -0.2714
3 C -0.0255
4 C -0.9350
5 N -0.4879
6 N -0.0625
7 O -0.3119
8 H 0.4580


2:
This record from the Open Molecules 2025 dataset describes an isolated molecule of C4H4N2O. The level of theory is ωB97M-V/def2-TZVPD.

Geometry (Å):
C 0.93 -1.09 0.31
C 2.00 -0.15 0.01
C -1.38 0.87 -0.11
C -1.32 -0.49 -0.31
N -0.30 -1.31 0.03
N 2.97 0.47 -0.23
O -0.37 1.70 0.31
H 1.46 -1.98 0.82
H 0.38 1.37 -0.19
H -2.21 1.50 -0.05
H -2.17 -0.90 -0.59

* LUMO (spin up / spin down): 0.62 / -2.94 eV
* total charge: 0
* multiplicity: 3
* HOMO level (spin up / spin down): -7.0 / -10.6 eV

Mulliken atomic charge list, values in e, 8 entries:
1 C 0.0418
2 C 0.1339
3 C -0.1500
4 C -0.1352
5 N -0.4319
6 N -0.4442
7 O -0.4059
8 H 0.2512


Which one sits at the top of the stability order? 2 does.


1:
This record from the Open Molecules 2025 dataset describes an isolated molecule of CH4N2OS. The level of theory is ωB97M-V/def2-TZVPD.

Geometry (Å):
O 1.82 -0.67 -0.02
N 1.41 0.67 0.07
C 0.19 0.80 -0.21
N -0.72 -0.14 -0.75
S -2.33 -0.05 0.03
H 2.54 -0.79 0.61
H -0.29 1.79 -0.17
H -0.39 -1.15 -0.97
H -2.23 -0.45 1.39

* LUMO: 0.54 eV
* total charge: 0
* HOMO level: -9.4 eV

Mulliken atomic charge list, values in e, 8 entries:
1 O -0.4113
2 N -0.4079
3 C 0.1512
4 N -0.3299
5 S -0.1743
6 H 0.3410
7 H 0.3520
8 H 0.3276


2:
This record from the Open Molecules 2025 dataset describes a structure of composition CH4N2OS. The level of theory is ωB97M-V/def2-TZVPD.

Geometry (Å):
C -0.45 -0.52 -0.22
H 2.38 -1.22 -0.08
H 1.16 0.77 0.13
H -0.40 -1.58 -0.06
H -2.40 2.07 0.45
N 0.87 -0.19 -0.08
N -1.52 0.08 -0.39
O 1.57 -1.14 0.59
S -1.21 1.73 -0.33

* LUMO: 0.64 eV
* total charge: 0
* HOMO level: -8.6 eV

Mulliken atomic charge list, values in e, 8 entries:
1 C 0.0979
2 H 0.3750
3 H 0.2498
4 H 0.3918
5 H 0.1625
6 N -0.2008
7 N -0.3992
8 O -0.4142


Which one sits at the top of the stability order? 1 does.


1:
This record from the Open Molecules 2025 dataset describes a cluster of 2 separate species, CH4N2OS in total. The level of theory is ωB97M-V/def2-TZVPD.

Geometry (Å):
C -0.74 -0.66 1.08
N -1.00 -0.67 2.31
N 1.08 0.99 -1.82
O 0.81 0.08 -0.97
S -1.55 0.31 -0.04
H 0.14 -1.15 0.77
H -0.60 -1.34 3.07
H 0.95 0.57 -2.81
H 0.89 1.88 -1.58

* LUMO (spin up / spin down): -0.47 / -1.68 eV
* total charge: 0
* HOMO level (spin up / spin down): -9.0 / -8.8 eV

Mulliken atomic charge list, values in e, 8 entries:
1 C 0.1121
2 N -0.5532
3 N -0.1504
4 O -0.3615
5 S -0.1322
6 H 0.3194
7 H 0.2415
8 H 0.2870


2:
This record from the Open Molecules 2025 dataset describes a structure of composition CH4N2OS. The level of theory is ωB97M-V/def2-TZVPD.

Geometry (Å):
C 0.65 -0.41 -0.06
H -1.56 -0.82 -0.56
H -0.12 -1.89 -0.78
H 0.91 1.11 1.37
H -0.93 2.09 -0.29
N -0.30 -0.83 -1.02
N 0.48 0.88 0.44
O -0.90 1.21 0.26
S 1.76 -1.33 0.64

* LUMO: 0.13 eV
* total charge: 0
* HOMO level: -8.8 eV

Mulliken atomic charge list, values in e, 8 entries:
1 C 0.3636
2 H 0.3373
3 H 0.2986
4 H 0.2818
5 H 0.3549
6 N -0.5800
7 N -0.1518
8 O -0.4714


Which one sits at the top of the stability order? 2 does.


1:
This record from the Open Molecules 2025 dataset describes an isolated molecule of CH4N2OS. The level of theory is ωB97M-V/def2-TZVPD.

Geometry (Å):
N -0.35 -0.49 1.46
C -0.81 0.03 0.21
O -1.86 -0.27 -0.28
N 0.13 0.44 -0.76
S 1.67 0.48 -0.79
H 0.52 -1.07 1.63
H -0.97 -1.43 1.50
H -0.12 0.35 -1.93
H 1.80 1.97 -1.05

* LUMO: 0.22 eV
* total charge: 0
* HOMO level: -9.2 eV

Mulliken atomic charge list, values in e, 8 entries:
1 N -0.6158
2 C 0.5534
3 O -0.5311
4 N -0.2623
5 S -0.2390
6 H 0.2971
7 H 0.3059
8 H 0.3660


2:
This record from the Open Molecules 2025 dataset describes a structure of composition CH4N2OS. The level of theory is ωB97M-V/def2-TZVPD.

Geometry (Å):
C 0.99 -0.24 0.28
N 0.11 0.01 1.21
N -0.85 -0.37 -1.51
O -0.78 1.00 1.10
S -1.82 0.68 -0.76
H 1.10 0.39 -0.65
H 1.65 -1.01 0.57
H -0.02 -0.67 2.06
H -0.39 0.20 -2.31

* LUMO: 0.25 eV
* total charge: 0
* HOMO level: -7.6 eV

Mulliken atomic charge list, values in e, 8 entries:
1 C -0.1928
2 N 0.0753
3 N -0.5874
4 O -0.5033
5 S 0.1297
6 H 0.2691
7 H 0.2929
8 H 0.2654


3:
This record from the Open Molecules 2025 dataset describes an isolated molecule of CH4N2OS. The level of theory is ωB97M-V/def2-TZVPD.

Geometry (Å):
C -0.72 -0.13 -0.29
N -0.19 1.24 -0.04
N 0.14 -1.10 -0.05
O -2.66 -1.75 -0.80
S -2.32 -0.33 -0.73
H 0.13 1.71 -0.95
H -0.99 1.81 0.25
H 1.14 -1.08 -0.11
H -0.23 -2.04 -0.18

* LUMO: 0.63 eV
* total charge: 0
* HOMO level: -8.0 eV

Mulliken atomic charge list, values in e, 8 entries:
1 C 0.3778
2 N -0.6480
3 N -0.3689
4 O -0.5954
5 S 0.1936
6 H 0.2803
7 H 0.2776
8 H 0.2303


Which one sits at the top of the stability order? 3 does.